No. 1
{
  "formula": "C34H53F18N2O14",
  "method": "wB97M-V/def2-TZVPD",
  "relative_energy_kj_mol": 0.0,
  "total_charge": -1,
  "symbols": ["C", "C", "O", "C", "C", "O", "C", "C", "C", "C", "N", "C", "C", "N", "H", "H", "H", "H", "H", "H", "H", "H", "H", "H", "H", "H", "H", "H", "H", "H", "H", "H", "H", "H", "H", "H", "H", "C", "C", "O", "C", "O", "C", "F", "F", "F", "H", "H", "H", "H", "H", "C", "C", "O", "C", "O", "C", "F", "F", "F", "H", "H", "H", "H", "H", "C", "C", "O", "C", "O", "C", "F", "F", "F", "H", "H", "H", "H", "H", "C", "C", "O", "C", "O", "C", "F", "F", "F", "H", "H", "H", "H", "H", "C", "C", "O", "C", "O", "C", "F", "F", "F", "H", "H", "H", "H", "H", "C", "C", "O", "C", "O", "C", "F", "F", "F", "H", "H", "H", "H", "H"],
  "coordinates": [[6.46426, -3.02853, 3.82521], [5.85322, -1.89485, 2.99287], [5.39482, -2.43687, 1.78453], [5.01538, -1.43731, 0.84324], [3.80211, -0.63930, 1.31576], [2.88717, -0.46912, 0.25752], [1.67776, 0.14593, 0.73187], [0.47122, -0.77102, 0.84914], [0.83858, -2.17037, 1.33080], [0.11307, -3.30709, 0.56626], [-0.78622, -4.10595, 1.44066], [-0.47953, -0.04902, 1.78433], [-1.71934, -0.82486, 2.19314], [-2.19193, -0.28775, 3.51951], [7.53649, -2.91631, 3.95839], [6.23889, -3.97309, 3.34186], [6.01368, -3.06321, 4.81518], [5.04025, -1.46793, 3.58561], [6.58548, -1.09387, 2.84290], [4.79362, -1.95864, -0.08185], [5.85494, -0.75950, 0.66227], [4.11558, 0.33682, 1.70065], [3.31570, -1.20434, 2.11424], [1.87656, 0.65710, 1.70945], [1.42250, 0.94891, 0.03275], [0.54285, -2.30861, 2.39373], [1.89986, -2.38559, 1.23776], [-0.43612, -2.92288, -0.28460], [0.86625, -3.99773, 0.16122], [-0.37879, -4.16112, 2.36667], [-0.85596, -5.05559, 1.09880], [0.07821, 0.26851, 2.70646], [-0.80935, 0.86785, 1.28536], [-2.52991, -0.63710, 1.49398], [-1.53989, -1.88542, 2.30934], [-1.61189, -0.73886, 4.21556], [-3.16479, -0.52285, 3.67234], [-1.85351, 2.85931, 4.18345], [-2.49331, 3.39219, 2.92832], [-2.97038, 4.75663, 3.09667], [-2.06787, 5.71173, 3.01135], [-0.89543, 5.59146, 2.80519], [-2.75421, 7.07659, 3.17923], [-3.59746, 7.09020, 4.22243], [-3.46400, 7.39319, 2.08309], [-1.85244, 8.04598, 3.37400], [-2.53772, 2.94028, 5.03180], [-1.58950, 1.81052, 4.04036], [-0.95246, 3.41882, 4.44127], [-3.37680, 2.80771, 2.68270], [-1.81639, 3.33846, 2.07724], [0.24846, 9.63946, 4.32890], [0.72750, 10.62128, 5.37630], [1.53955, 9.97572, 6.37862], [2.80039, 9.74311, 6.04439], [3.32682, 10.01796, 5.00696], [3.53443, 9.08923, 7.22641], [2.81760, 8.09109, 7.75702], [3.75605, 9.99874, 8.19200], [4.71081, 8.59904, 6.84244], [-0.26944, 8.81131, 4.80083], [-0.42587, 10.12979, 3.62977], [1.08469, 9.22434, 3.76738], [-0.12045, 11.03831, 5.91572], [1.27699, 11.45208, 4.93429], [-1.60823, -3.65964, -5.81571], [-2.26840, -2.46619, -5.16059], [-3.20154, -2.88028, -4.14323], [-2.66074, -3.22890, -2.97578], [-1.50215, -3.22921, -2.70295], [-3.77000, -3.60251, -1.98114], [-4.67771, -4.43007, -2.54198], [-4.42873, -2.50721, -1.57251], [-3.26755, -4.20954, -0.91453], [-2.35899, -4.34614, -6.20730], [-0.96496, -3.33553, -6.63363], [-1.00188, -4.21242, -5.09919], [-2.84960, -1.90562, -5.87342], [-1.53054, -1.78506, -4.73644], [5.33646, 4.72900, 1.94748], [4.87041, 4.66571, 0.50963], [5.98409, 4.55118, -0.40417], [6.50109, 3.33459, -0.52172], [6.13800, 2.35556, 0.05551], [7.63394, 3.34930, -1.56029], [8.46820, 4.38296, -1.36172], [7.13060, 3.46087, -2.79987], [8.34854, 2.22752, -1.50275], [6.05296, 5.54099, 2.08124], [4.48788, 4.89322, 2.61018], [5.82884, 3.80336, 2.24281], [4.36540, 5.58921, 0.23525], [4.17191, 3.84557, 0.34817], [-3.12162, -7.56100, -0.62871], [-2.55992, -8.93958, -0.89741], [-2.04808, -9.04818, -2.24086], [-0.84057, -8.53408, -2.44506], [-0.14291, -8.00821, -1.63217], [-0.43002, -8.75403, -3.91003], [-1.42069, -8.42459, -4.75187], [-0.12805, -10.04878, -4.11704], [0.63760, -8.02581, -4.22083], [-3.87695, -7.30494, -1.37280], [-3.57490, -7.52193, 0.36115], [-2.34568, -6.79847, -0.67859], [-3.34709, -9.68780, -0.82618], [-1.78456, -9.20823, -0.18069], [-8.14399, -2.29777, -7.25762], [-7.54385, -1.85049, -8.57306], [-6.10888, -1.97594, -8.56547], [-5.63035, -3.19496, -8.77322], [-6.26666, -4.18707, -8.97065], [-4.09450, -3.15246, -8.76115], [-3.63987, -2.44113, -7.71720], [-3.63125, -2.57795, -9.88293], [-3.58223, -4.37678, -8.68831], [-7.69372, -1.75179, -6.42833], [-9.21906, -2.12098, -7.25460], [-7.96906, -3.35871, -7.08464], [-7.74097, -0.79347, -8.73796], [-7.96029, -2.40052, -9.41622]]
}

No. 2
{
  "formula": "C34H53N5O21S7",
  "method": "wB97M-V/def2-TZVPD",
  "smiles": "CCC[C@@H](C)c1nc2c(CCCSC(=S)n3ccnc3)c(CNC)ccc2nc1OCC.O=S1(=O)OCCO1.O=S1(=O)OCCO1.O=S1(=O)OCCO1.O=S1(=O)OCCO1.O=S1(=O)OCCO1",
  "total_energy_ev": -162406.6033,
  "symbols": ["C", "C", "C", "C", "C", "C", "N", "C", "C", "C", "C", "C", "S", "C", "S", "N", "C", "C", "N", "C", "C", "C", "N", "C", "C", "C", "C", "N", "C", "O", "C", "C", "H", "H", "H", "H", "H", "H", "H", "H", "H", "H", "H", "H", "H", "H", "H", "H", "H", "H", "H", "H", "H", "H", "H", "H", "H", "H", "H", "H", "H", "H", "H", "H", "H", "C", "C", "O", "S", "O", "O", "O", "H", "H", "H", "H", "C", "C", "O", "S", "O", "O", "O", "H", "H", "H", "H", "C", "C", "O", "S", "O", "O", "O", "H", "H", "H", "H", "C", "C", "O", "S", "O", "O", "O", "H", "H", "H", "H", "C", "C", "O", "S", "O", "O", "O", "H", "H", "H", "H"],
  "coordinates": [[0.20983, -0.06586, 2.15931], [-0.25677, 1.04655, 1.19431], [-1.70588, 0.89426, 0.66869], [-2.17990, -0.55600, 0.44698], [-3.74854, -0.51373, 0.30067], [-1.53916, -1.18768, -0.78151], [-0.60885, -0.51471, -1.39860], [-0.09004, -1.11360, -2.51631], [0.93213, -0.43676, -3.24572], [1.42062, 0.89966, -2.70149], [2.83784, 0.68276, -2.05600], [3.92548, 1.60195, -2.62028], [3.53643, 3.38919, -2.33865], [3.88998, 3.52418, -0.57413], [2.83330, 3.08960, 0.55928], [5.17480, 4.05214, -0.23229], [5.21086, 5.11075, 0.64470], [6.55654, 5.37069, 0.72538], [7.26219, 4.51092, -0.05046], [6.42100, 3.69671, -0.62431], [1.45634, -0.97874, -4.38080], [2.55133, -0.37665, -5.25254], [2.44707, 1.07212, -5.49163], [1.13877, 1.46106, -6.03884], [0.95319, -2.24108, -4.82336], [0.01435, -2.88361, -4.11283], [-0.54399, -2.35707, -2.93456], [-1.49119, -3.10492, -2.28376], [-1.94261, -2.48534, -1.23925], [-2.89889, -3.12100, -0.48766], [-2.42468, -4.36039, 0.06280], [-1.41329, -4.06905, 1.18009], [0.59942, -0.91115, 1.58347], [1.00191, 0.34893, 2.79374], [-0.60616, -0.34353, 2.83469], [-0.23260, 1.98872, 1.76584], [0.43622, 1.21216, 0.36388], [-2.41123, 1.43798, 1.30683], [-1.76542, 1.38580, -0.31606], [-1.97878, -1.21558, 1.29758], [-3.98933, -0.64152, -0.76016], [-4.16012, -1.37483, 0.83424], [-4.15003, 0.42044, 0.69368], [1.43523, 1.69245, -3.44731], [0.79071, 1.25348, -1.88179], [3.15845, -0.34753, -2.27541], [2.77182, 0.74559, -0.96596], [4.83852, 1.41632, -2.03482], [4.17090, 1.41646, -3.66323], [4.36203, 5.59375, 1.09409], [6.97463, 6.16686, 1.32747], [6.64137, 2.88964, -1.30510], [3.52895, -0.58481, -4.79101], [2.50788, -0.89660, -6.22580], [3.11737, 1.27666, -6.22693], [0.29961, 1.19785, -5.39414], [1.01901, 1.10212, -7.07462], [1.13884, 2.55851, -6.11064], [1.34258, -2.66821, -5.74312], [-0.34115, -3.84345, -4.48341], [-3.29142, -4.83480, 0.53655], [-2.05733, -5.05868, -0.69656], [-0.51344, -3.56751, 0.80955], [-1.91881, -3.44758, 1.92706], [-1.15353, -5.00527, 1.69074], [-8.01864, 2.61083, 3.25954], [-7.92978, 1.10265, 3.35382], [-6.85737, 0.75085, 2.47114], [-5.75962, 1.92026, 2.47329], [-4.71779, 1.56654, 3.36453], [-5.50653, 2.30083, 1.12954], [-6.65849, 3.05181, 3.16922], [-8.54048, 2.92320, 2.35255], [-8.50336, 3.05355, 4.12584], [-8.84988, 0.60977, 3.05191], [-7.65956, 0.78129, 4.36217], [-4.43623, -8.21209, 3.97676], [-3.75183, -7.82195, 2.68444], [-4.26112, -6.51578, 2.38913], [-4.55519, -5.73161, 3.75878], [-3.44470, -4.89340, 4.04163], [-5.88228, -5.24582, 3.71963], [-4.49039, -7.00081, 4.74165], [-5.45899, -8.55077, 3.80009], [-3.89037, -8.97918, 4.52009], [-3.96952, -8.50921, 1.87150], [-2.66967, -7.74410, 2.81417], [10.35880, 6.97231, -1.24258], [10.43022, 5.46696, -1.12228], [11.43545, 5.07736, -2.07118], [12.54828, 6.22832, -2.17221], [13.64487, 5.87986, -1.34412], [12.71411, 6.57156, -3.53676], [11.71608, 7.39036, -1.43759], [9.77871, 7.27462, -2.11720], [9.94199, 7.43957, -0.35415], [9.48253, 4.98591, -1.34493], [10.76547, 5.16314, -0.12839], [-4.88382, 2.57614, -1.93217], [-4.53121, 1.42326, -2.84678], [-5.29287, 1.66171, -4.03794], [-5.44085, 3.24394, -4.26808], [-4.45337, 3.66495, -5.19416], [-6.81485, 3.54166, -4.44505], [-4.98777, 3.71309, -2.80237], [-5.85106, 2.42204, -1.45280], [-4.12874, 2.74958, -1.17023], [-4.78424, 0.45895, -2.41828], [-3.47081, 1.43526, -3.11329], [-1.29840, -4.13639, 6.22134], [-0.42358, -5.09316, 7.00171], [0.87068, -4.96652, 6.40266], [1.07459, -3.45678, 5.88500], [1.80396, -2.73556, 6.86237], [1.47397, -3.50314, 4.52677], [-0.46141, -3.00001, 5.96443], [-1.59859, -4.56109, 5.26601], [-2.18364, -3.83651, 6.77659], [-0.77336, -6.12064, 6.94320], [-0.34368, -4.79665, 8.05048]]
}